ORCA calculation (wB97M-V/def2-TZVPD) on a 9-piece molecular cluster, C41H106N6O13 overall at a distorted geometry.

Each line ends with the Löwdin charge.
Geometry (Å):
C 2.67081 7.24737 2.31289  -0.051
C 3.06604 5.87315 2.83356  -0.495
C 1.89794 5.03414 3.31381  -0.054
O 3.79933 5.16787 1.84300  -0.066
H 2.06989 7.10818 1.40389  0.082
H 3.58171 7.67460 1.87901  0.081
H 2.21604 7.93188 3.01776  0.081
H 3.76959 6.02007 3.65416  0.139
H 1.52504 5.35798 4.28659  0.093
H 2.24139 4.00709 3.37250  0.046
H 1.05423 5.19466 2.63607  0.080
H 3.23070 4.93286 1.09759  0.099
C -1.75481 1.58310 -4.77684  -0.066
C -2.48977 1.12153 -3.53702  -0.493
C -3.87429 0.55077 -3.77631  -0.043
O -1.72125 0.19452 -2.74341  -0.103
H -0.72086 1.85739 -4.52529  0.081
H -2.08033 2.52819 -5.22790  0.077
H -1.70193 0.85118 -5.58889  0.073
H -2.51983 2.01263 -2.89218  0.113
H -4.53065 1.09140 -4.46022  0.080
H -4.40548 0.51670 -2.82169  0.063
H -3.75935 -0.48194 -4.11569  0.066
H -1.36751 -0.47526 -3.39782  0.041
C 6.63485 3.89525 2.81593  -0.050
C 6.17613 3.11509 4.02007  -0.461
C 6.88622 3.58821 5.29486  -0.052
O 4.74530 3.22257 4.13341  -0.072
H 6.31602 4.93453 2.91099  0.092
H 6.01907 3.51970 1.97817  0.064
H 7.64944 3.73230 2.46657  0.084
H 6.34638 2.03471 3.98694  0.103
H 7.74850 4.23907 5.16612  0.071
H 7.20294 2.74205 5.92087  0.071
H 6.22370 4.07120 6.02710  0.077
H 4.41236 3.57925 3.28889  0.034
C 5.45890 -0.25259 2.68353  -0.100
O 6.36114 -0.57633 1.64913  -0.166
C 5.73319 -0.71575 0.40922  -0.228
C 5.25080 0.58632 -0.22351  -0.237
N 6.29082 1.54419 -0.48195  -0.049
C 5.84250 2.78436 -1.15893  -0.194
C 7.07112 3.59265 -1.45527  -0.270
O 7.65758 4.12233 -0.30907  -0.193
C 8.81516 4.87775 -0.59189  -0.098
H 6.05304 -0.02222 3.56873  0.081
H 4.75666 -1.06207 2.90967  0.097
H 4.92463 0.68083 2.46354  0.064
H 4.86221 -1.37788 0.50694  0.119
H 6.39897 -1.16186 -0.33624  0.124
H 4.45757 0.97636 0.44385  0.089
H 4.71621 0.30802 -1.13814  0.115
H 6.78027 1.89979 0.33560  0.101
H 5.08007 3.26777 -0.52735  0.115
H 5.39855 2.49434 -2.11671  0.121
H 6.78084 4.38165 -2.17468  0.124
H 7.77498 3.00322 -2.05911  0.125
H 9.43503 4.85111 0.30222  0.086
H 8.62288 5.88561 -0.95789  0.089
H 9.39851 4.31142 -1.33483  0.089
C -4.26624 -1.04761 0.30541  -0.098
O -4.85676 -2.27275 -0.00724  -0.175
C -4.76529 -3.18461 1.04048  -0.248
C -5.16942 -4.56751 0.58199  -0.176
N -6.50988 -4.57270 -0.01222  -0.044
C -7.58258 -4.18412 0.86443  -0.240
C -8.93695 -4.77209 0.47705  -0.216
O -9.39278 -4.30175 -0.79459  -0.199
C -10.05320 -3.05650 -0.78094  -0.125
H -3.20131 -1.10434 0.54917  0.077
H -4.74782 -0.63259 1.20248  0.098
H -4.42661 -0.39304 -0.54400  0.070
H -5.40226 -2.85999 1.87592  0.120
H -3.75112 -3.21124 1.47368  0.115
H -5.17774 -5.26798 1.41641  0.122
H -4.50572 -4.98964 -0.17383  0.096
H -6.59180 -3.97230 -0.82080  0.087
H -7.78458 -3.09054 0.87517  0.112
H -7.48135 -4.36053 1.94240  0.126
H -9.74673 -4.72712 1.21780  0.121
H -8.77398 -5.84664 0.30457  0.120
H -11.08237 -3.08823 -0.40454  0.084
H -10.12392 -2.78471 -1.83890  0.087
H -9.48439 -2.26846 -0.27757  0.078
C 2.05051 1.83259 2.13457  -0.103
O 2.27176 0.87880 1.11425  -0.187
C 1.15332 0.86136 0.25462  -0.230
C 1.37290 -0.18012 -0.82990  -0.186
N 1.00498 -1.55333 -0.48310  -0.032
C -0.42162 -1.85556 -0.45784  -0.208
C -0.81344 -2.88678 0.61590  -0.228
O -1.25910 -2.43368 1.84976  -0.181
C -0.37717 -1.62475 2.57951  -0.079
H 1.85954 2.87530 1.83428  0.065
H 2.98373 1.83688 2.70674  0.077
H 1.18441 1.59265 2.77235  0.075
H 1.04036 1.82983 -0.25475  0.128
H 0.20257 0.69134 0.76940  0.099
H 2.43939 -0.14786 -1.08611  0.102
H 0.91991 0.16418 -1.76379  0.111
H 1.34310 -1.63749 0.47551  0.088
H -0.72757 -2.32612 -1.39078  0.076
H -1.08076 -0.97783 -0.37849  0.112
H -0.01449 -3.64005 0.62655  0.127
H -1.70704 -3.31066 0.15029  0.108
H 0.59350 -2.13928 2.73889  0.103
H -0.67705 -1.48004 3.61666  0.072
H -0.18605 -0.69570 2.04799  0.068
C -2.81817 2.63263 -0.03777  -0.090
O -2.17422 2.47551 1.21940  -0.200
C -2.51215 3.49248 2.14104  -0.235
C -1.56529 3.44950 3.32141  -0.197
N -1.97054 2.37319 4.21978  -0.044
C -0.94602 1.84175 5.05938  -0.223
C -1.45806 0.71065 5.92669  -0.209
O -2.11301 -0.24282 5.09360  -0.214
C -2.45967 -1.41524 5.75679  -0.141
H -3.54626 3.44505 -0.05875  0.089
H -3.28029 1.68691 -0.32100  0.069
H -2.03273 2.82401 -0.78146  0.084
H -3.57724 3.41566 2.36552  0.129
H -2.30562 4.44746 1.63364  0.122
H -1.61506 4.42599 3.82482  0.119
H -0.55314 3.35011 2.89946  0.098
H -2.66098 1.76561 3.82780  0.105
H -0.68062 2.57433 5.84070  0.125
H -0.01440 1.58527 4.53459  0.102
H -2.19376 1.13095 6.62774  0.126
H -0.67111 0.21807 6.50725  0.125
H -3.19062 -1.29616 6.55835  0.089
H -1.61718 -2.02996 6.11805  0.091
H -2.84831 -2.08119 4.97513  0.089
C 1.02887 -3.92488 -4.69283  -0.033
C 0.74245 -2.42484 -4.82414  -0.410
C 0.84223 -2.02395 -6.29116  -0.200
O 2.17637 -2.23682 -6.72863  -0.199
C 2.99585 -1.09287 -6.59215  -0.113
N -0.49817 -1.95812 -4.21104  0.057
H 0.18466 -4.47376 -5.12135  0.083
H 1.01955 -4.13419 -3.62128  0.061
H 1.96944 -4.17732 -5.16586  0.078
H 1.54265 -1.85148 -4.33907  0.134
H 0.51582 -0.99361 -6.45207  0.115
H 0.31368 -2.70171 -6.96290  0.128
H 2.49183 -0.17924 -6.91279  0.085
H 3.90958 -1.23169 -7.18148  0.086
H 3.40604 -1.01329 -5.57077  0.085
H -1.31104 -2.37064 -4.68792  0.056
H -0.55735 -2.39758 -3.29139  0.049
C -5.13556 -4.04340 -3.53369  -0.043
C -3.60695 -3.85307 -3.61336  -0.398
C -2.82333 -4.94125 -2.94391  -0.184
O -1.61919 -4.39147 -2.43536  -0.220
C -0.78006 -5.37658 -1.92570  -0.133
N -3.14122 -3.54908 -5.01560  0.034
H -5.40845 -3.96837 -2.47510  0.052
H -5.45117 -5.03511 -3.86787  0.087
H -5.64631 -3.24019 -4.05760  0.077
H -3.48210 -2.88305 -3.11185  0.131
H -2.59879 -5.85041 -3.51418  0.135
H -3.40631 -5.25193 -2.06182  0.114
H 0.11738 -4.93380 -1.49721  0.084
H -0.49630 -6.00382 -2.77414  0.090
H -1.20512 -5.96871 -1.10867  0.096
H -3.23702 -4.42244 -5.54826  0.080
H -3.86750 -2.97081 -5.44028  0.066

Properties
F_max ... 2.569 eV/Å
Energy above the lowest of the compared OMol25 structures with the same formula, charge and spin ... 0.0 kJ/mol
HOMO energy ... -0.30495 Ha
2S+1 ... 1
Kohn-Sham gap ... 8.82 eV
Structure (SMILES) ... COC[C@H](C)N.COC[C@H](C)N.COCCNCCOC.COCCNCCOC.COCCNCCOC.COCCNCCOC.CC(C)O.CC(C)O.CC(C)O